(P)
# C3H8Si

One molecule with the formula C3H8Si (the ωB97M-V functional and the def2-TZVPD basis, the OMol25 dataset).

Structure (ORCA input):
```
! wB97M-V def2-TZVPD RIJCOSX def2/J DEFGRID3
* xyz 0 1
C 2.6377 -0.4167 0.2022
C -1.0655 0.6671 0.3823
C -2.0519 -0.4000 -0.0029
Si 1.0723 0.4702 -0.3487
H 2.9233 -1.4429 0.1484
H 3.3766 0.0414 1.0026
H -1.5480 1.4737 1.0153
H -3.1457 -0.1168 0.2046
H -1.5898 -1.3903 0.3320
H -2.0167 -0.3796 -1.1112
H 1.1357 1.8545 -0.1340
H 0.5186 -0.1938 -1.5538
*
```

Calculated values
LUMO energy (spin up / spin down) ... 0.41 / -1.35 eV
Frontier orbital gap (spin up / spin down) ... 9.1862 / 6.0415 eV

Taken from the Löwdin analysis, the atomic charges in e are: C -0.18; C -0.25; C -0.28; Si 0.64; H -0.04; H 0.03; H 0.02; H 0.08; H 0.08; H 0.04; H -0.10; H -0.06


(Q)
# C3H8Si

C3H8Si as an isolated structure (the ωB97M-V functional and the def2-TZVPD basis, the OMol25 dataset).

Structure (ORCA input):
```
! wB97M-V def2-TZVPD RIJCOSX def2/J DEFGRID3
* xyz 0 1
C 1.1234 -1.1334 0.8588
C 0.5141 -0.2203 0.1087
C 1.0285 0.4652 -1.0041
Si -1.8062 0.1415 0.3611
H 0.6739 -1.5725 1.7259
H 2.1611 -1.2840 0.5468
H 0.3826 0.3901 -1.8939
H 2.1051 0.2943 -1.2058
H 0.9867 1.5949 -0.6666
H -1.8094 1.6885 0.7350
H -2.8480 -0.6609 1.0510
H -2.2088 0.2053 -1.0855
*
```

Calculated values
LUMO energy ... 0.74 eV
Frontier orbital gap ... 10.0692 eV

Taken from the Löwdin analysis, the atomic charges in e are: C -0.06; C -0.46; C -0.20; Si 0.69; H 0.04; H 0.06; H 0.07; H 0.09; H 0.12; H -0.09; H -0.13; H -0.12


(R)
# C3H8Si

One molecule with the formula C3H8Si (the ωB97M-V functional and the def2-TZVPD basis, the OMol25 dataset).

Structure (ORCA input):
```
! wB97M-V def2-TZVPD RIJCOSX def2/J DEFGRID3
* xyz 0 1
C -1.0249 0.7806 0.0415
C 0.0507 1.8836 0.2332
C -0.2124 -0.1887 -0.6159
Si 0.6285 -1.6212 0.2470
H -1.4530 0.3582 0.9312
H -1.7558 1.3527 -0.6734
H 0.2849 2.5464 -0.7010
H 0.7024 1.7154 1.0121
H 0.0432 -0.0439 -1.6905
H 1.2794 -2.4703 -0.9332
H -0.2372 -2.6577 0.9951
H 1.6941 -1.6552 1.1540
*
```

Calculated values
LUMO energy (spin up / spin down) ... -0.33 / 0.00 eV
Frontier orbital gap (spin up / spin down) ... 8.3044 / 8.3798 eV

Taken from the Löwdin analysis, the atomic charges in e are: C -0.44; C 0.06; C -0.31; Si 0.59; H 0.09; H 0.13; H 0.10; H 0.00; H 0.06; H -0.06; H -0.08; H -0.14


Going by the computed energies, the most stable comes first: (Q), (R), (P).


(P)
# C3H14NO4

A 5-piece molecular cluster, C3H14NO4 overall (the ωB97M-V functional and the def2-TZVPD basis, the OMol25 dataset).

Structure (ORCA input):
```
! wB97M-V def2-TZVPD RIJCOSX def2/J DEFGRID3
* xyz 2 2
C 2.0314 0.2654 -1.3922
C 2.3008 -1.0394 -1.7562
C -0.0976 1.1817 -1.0267
N 0.9053 0.5314 -0.5423
H 2.7108 1.1133 -1.5158
H 1.8674 -1.9105 -1.2816
H 3.0158 -1.3433 -2.5167
H -0.9698 1.4859 -0.4423
H -0.1511 1.4152 -2.0852
H 0.9155 0.1652 0.4470
H -1.4436 -0.1871 2.7903
H -1.0783 -1.3752 2.0423
O -0.9226 -0.4205 2.0151
H -1.4906 3.7679 -2.0113
H -2.4341 2.9249 -2.9263
O -1.7136 2.8655 -2.2918
H -2.8756 -2.7643 1.3210
H -3.3225 -2.8708 2.7461
O -2.5178 -2.8126 2.2009
H 1.7047 0.3762 2.3543
H 1.5681 -1.0638 2.1323
O 1.9973 -0.3053 1.7392
*
```

Calculated values
LUMO energy (spin up / spin down) ... -10.32 / -13.91 eV
Frontier orbital gap (spin up / spin down) ... 6.9500 / 3.3568 eV

Taken from the Löwdin analysis, the atomic charges in e are: C 0.11; C 0.36; C 0.24; N 0.09; H 0.19; H 0.14; H 0.14; H 0.15; H 0.12; H 0.12; H 0.07; H 0.01; O -0.06; H 0.08; H 0.07; O -0.06; H 0.04; H 0.08; O -0.04; H 0.09; H 0.07; O -0.01


(Q)
# C3H14NO4

A 5-piece molecular cluster, C3H14NO4 overall (the ωB97M-V functional and the def2-TZVPD basis, the OMol25 dataset).

Structure (ORCA input):
```
! wB97M-V def2-TZVPD RIJCOSX def2/J DEFGRID3
* xyz 2 2
C -0.1772 -0.9237 2.0756
O -1.5675 0.8209 -0.3296
C 0.7555 -1.1993 0.8970
C 0.8759 0.1532 1.5437
O 1.0669 0.3888 -1.7107
N 0.1761 -1.4513 -0.2683
H -1.2483 -0.6798 1.6916
H -0.0887 -1.2302 3.1744
H -2.4565 0.5377 -0.5477
H 1.6778 -1.8413 1.0408
H 1.5669 0.2802 2.3821
H 0.6740 1.1285 1.0607
H 1.7646 0.3502 -2.3788
H -0.9320 0.1127 -0.4125
H 0.1420 -2.3759 -0.6695
H 0.8247 -0.4408 -1.2292
H 3.7197 2.3692 0.2964
H 2.6518 1.4841 -0.2861
O 2.8174 2.0534 0.4542
H -4.2432 -0.9383 -2.0064
H -3.2278 0.0476 -2.2794
O -3.6647 -0.3663 -1.5460
*
```

Calculated values
LUMO energy (spin up / spin down) ... -14.65 / -13.70 eV
Frontier orbital gap (spin up / spin down) ... 4.5154 / 4.5692 eV

Taken from the Löwdin analysis, the atomic charges in e are: C 0.11; O 0.42; C -0.34; C 0.07; O 0.01; N 0.21; H 0.16; H 0.19; H 0.09; H 0.24; H 0.16; H 0.13; H 0.10; H 0.03; H 0.16; H -0.03; H 0.09; H 0.01; O 0.03; H 0.07; H 0.06; O 0.02


Going by the computed energies, the most stable comes first: (P), (Q).


(P)
# C5H39NO15

A 14-piece molecular cluster, C5H39NO15 overall (the ωB97M-V functional and the def2-TZVPD basis, the OMol25 dataset).

Structure (ORCA input):
```
! wB97M-V def2-TZVPD RIJCOSX def2/J DEFGRID3
* xyz 0 1
C 0.3348 -1.7024 -0.6761
O 1.7681 -1.5443 -0.9616
C -0.4629 -0.6939 -1.4444
C -1.7612 -1.1287 -2.1347
C -1.5685 -2.3631 -3.0238
C -0.4658 -2.3067 -4.1026
O 0.8798 -2.0858 -3.6473
N -0.7690 0.5210 -0.6724
H 0.1504 -2.7676 -0.7138
H 0.2339 -1.5566 0.4011
H 1.9041 -0.6827 -1.3596
H 0.1398 -0.3644 -2.2974
H -2.0273 -0.3104 -2.7865
H -2.5723 -1.2116 -1.4170
H -2.5109 -2.5325 -3.5452
H -1.3320 -3.2355 -2.4156
H -0.7051 -1.5381 -4.8330
H -0.3658 -3.3408 -4.4341
H 1.0818 -2.1210 -2.7190
H -0.0889 0.7944 0.0244
H -1.6878 0.3822 -0.2778
H 1.1709 3.5896 2.2328
H 0.4995 4.9573 2.2648
O 0.9051 4.2972 2.8340
H 2.4625 -4.2846 -0.2201
H 2.1685 -3.5459 1.0416
O 1.7094 -4.0396 0.3472
H 1.0179 3.9086 -0.7421
H 1.1427 2.3950 -0.4363
O 1.0468 3.2644 -0.0345
H -3.3340 4.1476 0.7555
H -2.1603 3.3910 1.1947
O -2.9349 3.8368 1.5775
H -1.2346 -3.5364 1.5488
H 0.0804 -4.3585 1.1873
O -0.8931 -4.3589 1.1623
H -3.2963 1.5729 1.5902
H -1.8851 1.1045 1.9960
O -2.6265 0.8961 1.4262
H 0.2972 1.4926 2.9467
H -0.2901 2.7498 3.5584
O -0.5100 2.0552 2.9165
H -2.8497 -2.3585 2.0262
H -2.4494 -0.9315 1.8629
O -2.0884 -1.7847 2.1424
H 3.8508 0.3385 -2.8982
H 3.5722 1.7583 -2.8005
O 4.2182 1.1244 -2.4638
H 1.2452 1.2904 -2.7231
H 0.3566 2.3500 -3.4375
O 1.2377 2.0026 -3.3726
H 2.5647 1.1693 3.3267
H 2.0589 0.7390 1.9794
O 1.8343 0.6751 2.9321
H -2.3894 1.0269 4.1161
H -2.7127 -0.4160 4.3733
O -3.1379 0.4206 4.1455
H 2.2117 -0.0648 0.3104
H 3.4444 0.8074 -0.1030
O 2.5478 0.8458 0.2649
*
```

Calculated values
LUMO energy ... -0.08 eV
Frontier orbital gap ... 9.4998 eV

Taken from the Löwdin analysis, the atomic charges in e are: C -0.17; O -0.11; C -0.38; C -0.13; C -0.17; C -0.21; O -0.09; N 0.07; H 0.09; H 0.12; H 0.05; H 0.10; H 0.11; H 0.12; H 0.11; H 0.11; H 0.12; H 0.11; H 0.02; H 0.05; H 0.03; H 0.00; H 0.05; O -0.07; H 0.08; H 0.07; O -0.05; H 0.04; H -0.01; O -0.05; H 0.05; H 0.03; O -0.06; H -0.01; H 0.00; O -0.08; H 0.06; H -0.01; O -0.08; H 0.01; H 0.05; O -0.08; H 0.05; H 0.00; O -0.06; H 0.05; H 0.02; O -0.05; H 0.00; H 0.04; O -0.03; H 0.07; H 0.01; O -0.05; H 0.01; H 0.04; O -0.06; H 0.04; H 0.07; O -0.05


(Q)
# C5H39NO15

C5H39NO15 as an isolated structure (the ωB97M-V functional and the def2-TZVPD basis, the OMol25 dataset).

Structure (ORCA input):
```
! wB97M-V def2-TZVPD RIJCOSX def2/J DEFGRID3
* xyz 0 1
C 2.2769 -0.8570 1.0774
N 1.5370 0.2314 0.5043
C 0.2110 -0.7218 -3.0013
C 0.3777 -0.7541 -1.4380
C 1.3904 0.2953 -0.9555
C 0.7317 1.6360 -1.2499
O 1.1596 2.4208 -2.0682
H 2.4159 -0.6986 2.1434
H 3.2030 -0.9604 0.4996
H 1.8432 -1.8693 0.9603
H 0.6695 0.4483 0.9718
H -0.1082 0.2764 -3.2730
H -0.5581 -1.4229 -3.2415
H 1.1447 -0.9892 -3.4941
H 0.6920 -1.7319 -1.0974
H -0.6253 -0.4489 -1.1354
H 2.3536 0.3380 -1.4634
H -0.2778 1.8505 -0.8767
H -2.6938 -1.9779 4.6117
H -1.4461 -1.9204 3.6600
O -2.2668 -1.4484 3.9255
H -1.9361 -4.0488 0.6265
H -0.8948 -3.7410 -0.4197
O -1.2893 -3.3743 0.4157
H 3.4366 3.3259 2.7098
H 3.8559 2.0700 2.0626
O 3.5528 2.3887 2.9248
H -0.2199 2.8104 4.5871
H 1.0934 2.9819 3.7609
O 0.1399 3.0901 3.7460
H 5.0093 0.6481 0.5180
H 3.6903 1.0289 -0.1195
O 4.5025 1.4105 0.2391
H -3.1962 -3.0197 -1.2603
H -2.2654 -2.0993 -2.0247
O -2.6858 -2.9624 -2.0994
H -1.9465 1.6973 1.6447
H -0.7123 2.3596 1.4947
O -1.1110 1.5063 1.1838
H -2.6499 -1.6987 2.1668
H -2.2034 -1.7960 0.6729
O -2.7042 -1.2698 1.2955
H -0.0027 3.8922 -2.1923
H -0.6402 3.9107 -3.6654
O -0.8182 3.8892 -2.7343
H -2.5868 3.1499 -2.4463
H -2.9406 2.3850 -1.2542
O -3.3198 2.5995 -2.1163
H -4.3820 -1.5126 -0.4508
H -3.4887 -1.5792 0.8105
O -4.0064 -2.1224 0.1908
H 0.0293 -4.2387 -2.3489
H -1.4991 -4.3790 -2.0980
O -0.6372 -4.7525 -1.8891
H -0.1525 -3.0747 2.2987
H 0.3692 -1.7335 2.8133
O 0.0725 -2.5906 3.1109
H 3.2445 2.4045 -3.2803
H 3.9135 2.3583 -1.9318
O 4.0893 2.2428 -2.8655
*
```

Calculated values
LUMO energy ... 0.04 eV
Frontier orbital gap ... 9.4869 eV

Taken from the Löwdin analysis, the atomic charges in e are: C -0.12; N -0.08; C -0.05; C -0.17; C -0.30; C -0.18; O 0.03; H 0.09; H 0.08; H 0.07; H 0.07; H 0.07; H 0.05; H 0.08; H 0.10; H 0.11; H 0.14; H 0.12; H 0.06; H 0.00; O -0.06; H 0.08; H 0.03; O -0.07; H 0.04; H -0.01; O -0.07; H 0.04; H 0.02; O -0.05; H 0.06; H 0.00; O -0.03; H 0.03; H 0.03; O -0.07; H 0.06; H 0.06; O -0.08; H 0.08; H 0.06; O 0.14; H 0.04; H 0.04; O -0.06; H -0.01; H 0.01; O -0.08; H 0.05; H -0.35; O -0.09; H 0.05; H 0.01; O -0.05; H 0.04; H 0.03; O -0.03; H 0.01; H -0.01; O -0.05


Going by the computed energies, the most stable comes first: (P), (Q).


(P)
# C9H13NO2

A 2-piece molecular cluster, C9H13NO2 overall (the ωB97M-V functional and the def2-TZVPD basis, the OMol25 dataset).

Structure (ORCA input):
```
! wB97M-V def2-TZVPD RIJCOSX def2/J DEFGRID3
* xyz 0 1
C 3.7709 -0.5360 -2.2965
C -0.4222 -0.8589 -1.5270
C 0.1454 -1.6245 -2.5392
C 0.3525 -0.0081 -0.7566
C 1.4953 -1.5083 -2.8131
C 1.7034 0.1304 -1.0398
C 2.2795 -0.6301 -2.0539
O -1.7696 -0.9260 -1.2629
H -2.0784 -1.8228 -1.4360
H -0.5024 -2.2794 -3.1198
H -0.1710 0.4288 0.0871
H 2.0455 -2.1087 -3.5301
H 2.3421 0.7379 -0.4124
H 4.1088 0.4530 -2.0183
H 4.0788 -0.7674 -3.3097
H 4.3021 -1.2142 -1.6110
C -0.7096 2.1498 2.6987
C -1.7806 1.3793 3.4441
O -1.9287 1.4548 4.6449
N -2.5873 0.5725 2.6793
H -3.4495 0.3113 3.1398
H -2.4334 0.5182 1.6857
H -1.2281 2.7574 1.9702
H 0.0663 1.5524 2.2146
H -0.2408 2.8210 3.4069
*
```

Calculated values
Structure (SMILES) ... Cc1ccc(O)cc1.CC(N)=O
LUMO energy ... 0.62 eV
Frontier orbital gap ... 9.3175 eV

Taken from the Löwdin analysis, the atomic charges in e are: C -0.06; C -0.33; C -0.02; C -0.01; C -0.04; C -0.04; C -0.28; O 0.03; H 0.10; H 0.12; H 0.09; H 0.11; H 0.11; H 0.07; H 0.07; H 0.09; C -0.01; C -0.60; O 0.04; N 0.14; H 0.11; H 0.09; H 0.08; H 0.07; H 0.08


(Q)
# C9H13NO2

A 2-piece molecular cluster, C9H13NO2 overall (the ωB97M-V functional and the def2-TZVPD basis, the OMol25 dataset).

Structure (ORCA input):
```
! wB97M-V def2-TZVPD RIJCOSX def2/J DEFGRID3
* xyz 0 1
C 0.1553 -3.4718 0.9111
C -0.3888 0.6964 1.6751
C 0.8844 0.1875 1.4757
C -1.5065 -0.1001 1.5581
C 1.0732 -1.1722 1.2955
C -1.2928 -1.4193 1.1309
C -0.0340 -1.9959 1.1116
O -0.6399 1.9257 2.2660
H -0.0424 2.6102 1.9436
H 1.7480 0.8493 1.5323
H -2.5337 0.1904 1.6987
H 2.0477 -1.6342 1.2105
H -2.1407 -2.1033 1.1267
H 1.1529 -3.8059 1.2221
H -0.0283 -3.8702 -0.0874
H -0.4791 -4.0123 1.6268
C -0.1831 2.1235 -1.3929
C 0.0811 2.2906 -2.8810
O -0.3171 3.1944 -3.5753
N 0.8563 1.2911 -3.4090
H 0.9692 1.4156 -4.3855
H 1.3127 0.5562 -2.9069
H -1.1652 2.4850 -1.1455
H 0.5497 2.7026 -0.8433
H -0.0788 1.0669 -1.1579
*
```

Calculated values
Structure (SMILES) ... Cc1ccc(O)cc1.CC(N)=O
LUMO energy ... 0.60 eV
Frontier orbital gap ... 9.3353 eV

Taken from the Löwdin analysis, the atomic charges in e are: C -0.06; C -0.35; C -0.04; C -0.01; C -0.05; C -0.04; C -0.30; O 0.03; H 0.10; H 0.12; H 0.12; H 0.11; H 0.11; H 0.07; H 0.08; H 0.08; C 0.00; C -0.59; O 0.05; N 0.15; H 0.09; H 0.09; H 0.08; H 0.08; H 0.06


Going by the computed energies, the most stable comes first: (P), (Q).


(P)
# C9H13NO2

A 2-piece molecular cluster, C9H13NO2 overall (the ωB97M-V functional and the def2-TZVPD basis, the OMol25 dataset).

Structure (ORCA input):
```
! wB97M-V def2-TZVPD RIJCOSX def2/J DEFGRID3
* xyz 0 1
C -1.2931 -2.7770 -1.1769
C -2.3613 -1.6821 -1.1867
O -2.8150 -1.2276 -0.1493
N -2.7256 -1.0888 -2.3615
H -0.6708 -2.7923 -2.0556
H -1.9685 -3.6126 -1.0975
H -3.2388 -0.2283 -2.3420
H -2.4512 -1.5133 -3.2333
H -0.6675 -2.6322 -0.3213
C 2.8920 -0.4621 2.5588
C 0.5603 0.1869 1.7046
C 1.9845 0.2356 1.5640
C -0.1421 0.8477 0.7019
C 0.4914 1.6562 -0.2488
C 2.5718 1.2072 0.7543
C 1.8376 1.9547 -0.1887
O -0.2238 2.1628 -1.2919
H 0.2664 -0.5564 2.4387
H -1.2142 0.7014 0.7297
H 3.9488 -0.4128 2.3349
H 2.8903 -1.5648 2.6416
H 3.6556 1.2047 0.7197
H -1.1027 1.7901 -1.1272
H 2.3262 2.5507 -0.9682
H 2.6628 -0.0782 3.5423
*
```

Calculated values
Structure (SMILES) ... Cc1ccc(O)cc1.CC(N)=O
LUMO energy ... 0.67 eV
Frontier orbital gap ... 8.8473 eV

Taken from the Löwdin analysis, the atomic charges in e are: C 0.01; C -0.58; O 0.01; N 0.15; H 0.07; H 0.08; H 0.10; H 0.10; H 0.07; C -0.08; C -0.02; C -0.28; C -0.03; C -0.34; C -0.05; C -0.01; O 0.04; H 0.12; H 0.10; H 0.06; H 0.08; H 0.10; H 0.09; H 0.12; H 0.07


(Q)
# C9H13NO2

A 2-piece molecular cluster, C9H13NO2 overall (the ωB97M-V functional and the def2-TZVPD basis, the OMol25 dataset).

Structure (ORCA input):
```
! wB97M-V def2-TZVPD RIJCOSX def2/J DEFGRID3
* xyz 0 1
C -2.4139 1.9146 0.3837
C -1.9637 -0.1082 -0.9956
C -1.9801 0.4833 0.2662
C -1.4483 -1.3586 -1.2024
C -1.2579 -0.1815 1.3655
C -0.8333 -1.9662 -0.1307
C -0.6682 -1.4552 1.1441
O -0.5835 -3.2836 -0.4956
H -2.4440 0.5517 -1.7432
H -1.4976 -1.7435 -2.2542
H -3.3230 2.0454 -0.2178
H -1.8557 2.5287 -0.0593
H -1.1072 0.3871 2.2244
H -0.2890 -2.0382 1.9745
H -0.3472 -3.7952 0.2590
H -2.5828 2.1575 1.4470
C 2.8322 0.2629 0.7856
C 3.2763 0.7891 -0.5311
O 4.4448 0.8886 -0.8660
N 2.1533 0.9884 -1.4182
H 1.7482 -0.0096 0.8704
H 3.1899 1.0076 1.6001
H 2.3200 1.0759 -2.4255
H 1.3261 1.4940 -1.0303
H 3.3045 -0.6352 1.0493
*
```

Calculated values
Structure (SMILES) ... Cc1ccc(O)cc1.CC(N)=O
LUMO energy ... 0.67 eV
Frontier orbital gap ... 9.1707 eV

Taken from the Löwdin analysis, the atomic charges in e are: C -0.05; C -0.07; C -0.25; C -0.03; C -0.01; C -0.32; C -0.03; O 0.03; H 0.12; H 0.14; H 0.09; H -0.01; H 0.08; H 0.11; H 0.08; H 0.10; C -0.03; C -0.56; O 0.05; N 0.11; H 0.07; H 0.12; H 0.09; H 0.10; H 0.06


Going by the computed energies, the most stable comes first: (P), (Q).